C28H84O14 | ωB97M-V with the def2-TZVPD basis set

Atoms and positions in Å:
C 27.82960 17.59708 18.54137
C 26.75233 16.48613 18.48705
O 27.35682 15.29787 18.89799
H 28.67642 17.48247 17.86472
H 28.10752 17.65536 19.59374
H 27.40076 18.55208 18.23778
H 26.37317 16.41242 17.46778
H 25.91121 16.61716 19.16780
H 27.96795 15.11071 18.18169
C 18.16028 18.34958 4.73644
C 17.33984 17.62119 5.83564
O 16.91704 18.58987 6.78053
H 17.61451 19.19079 4.30910
H 18.67697 17.68176 4.04713
H 18.92228 18.93899 5.24639
H 17.91287 16.84002 6.33515
H 16.51873 17.18498 5.26679
H 16.72059 18.08644 7.57398
C 23.71891 20.96673 7.94794
C 24.66254 19.95058 7.36048
O 24.61864 19.92716 5.95036
H 22.67060 20.74727 7.74550
H 23.92116 22.02560 7.78678
H 23.84287 20.91821 9.02978
H 24.38894 18.98515 7.78614
H 25.68609 20.16167 7.67013
H 25.14718 19.17161 5.68319
C 15.48394 20.18931 17.17342
C 15.64749 18.77872 16.61650
O 14.41627 18.34219 16.03347
H 15.37521 20.87242 16.33101
H 16.40150 20.49635 17.67535
H 14.60937 20.34507 17.80506
H 15.83224 18.15077 17.48807
H 16.47366 18.71149 15.90866
H 13.70193 18.24348 16.66717
C 25.15303 9.58020 14.59253
C 25.96370 9.29406 13.39256
O 26.27940 10.58978 12.86895
H 25.74975 10.15381 15.30175
H 24.79879 8.69841 15.12647
H 24.28107 10.21892 14.45178
H 25.34682 8.84762 12.61265
H 26.81246 8.61171 13.43850
H 26.92774 10.44680 12.17554
C 21.59136 16.44866 12.09622
C 22.54272 15.36130 11.65989
O 23.65492 15.39997 12.44912
H 21.12008 16.07407 13.00489
H 20.84320 16.60801 11.31972
H 22.13714 17.37025 12.29847
H 22.86103 15.36740 10.61743
H 22.15335 14.35410 11.80832
H 24.14124 14.57229 12.45599
C 22.57941 21.42526 17.55426
C 22.77535 22.88008 17.96300
O 21.70652 23.26551 18.80035
H 21.58821 21.13861 17.20291
H 22.70703 20.80040 18.43822
H 23.37183 21.19911 16.84080
H 22.70803 23.55444 17.10931
H 23.76651 23.00341 18.39945
H 21.06598 23.65956 18.20366
C 30.52212 18.88721 11.96612
C 29.40609 17.98365 12.35030
O 28.24039 18.67718 12.74468
H 31.43525 18.31810 11.79179
H 30.69399 19.66346 12.71178
H 30.32292 19.43588 11.04559
H 29.72103 17.33687 13.16919
H 29.19785 17.32960 11.50356
H 27.54992 18.02975 12.90497
C 24.53765 14.48345 3.53515
C 25.98716 14.09899 3.64825
O 26.77426 15.30124 3.82551
H 24.27653 15.03503 2.63202
H 24.17872 14.95671 4.44910
H 23.95467 13.57016 3.41630
H 26.25878 13.51675 2.76773
H 26.10145 13.46294 4.52602
H 27.69805 15.11826 3.63914
C 20.77899 9.66178 8.33460
C 20.18432 8.33032 8.05954
O 20.91625 7.25065 8.64014
H 21.83417 9.69485 8.06332
H 20.77546 9.78058 9.41810
H 20.21758 10.48372 7.89035
H 20.01043 8.08543 7.01174
H 19.18189 8.23487 8.47680
H 21.77902 7.14592 8.23239
C 32.13046 11.44021 17.41482
C 30.87270 10.86848 16.84322
O 30.36641 11.86932 15.98760
H 31.78880 12.12992 18.18662
H 32.66746 11.94689 16.61295
H 32.79241 10.64392 17.75522
H 30.13698 10.61418 17.60620
H 31.08730 9.95985 16.28068
H 29.93121 11.46682 15.23248
C 19.42607 13.21704 18.18749
C 18.56298 12.93161 19.44613
O 18.24476 11.58266 19.58436
H 18.93573 13.03007 17.23212
H 20.38279 12.70392 18.28494
H 19.60627 14.29204 18.19038
H 17.61191 13.46189 19.39753
H 19.10687 13.21289 20.34789
H 19.08216 11.17258 19.81282
C 14.47850 13.12051 10.57467
C 15.46096 13.94719 11.42206
O 15.24735 15.29756 11.21668
H 14.75234 13.30520 9.53592
H 13.43435 13.38743 10.73778
H 14.52958 12.03838 10.69503
H 16.50108 13.75453 11.15912
H 15.37346 13.72033 12.48460
H 14.73064 15.56601 11.97992
C 19.32553 23.65714 11.98096
C 19.41094 25.04132 11.27184
O 19.39354 26.11524 12.19905
H 19.61807 22.90580 11.24746
H 18.32906 23.32786 12.27546
H 19.94358 23.61047 12.87760
H 18.65937 25.23409 10.50629
H 20.32549 25.11145 10.68295
H 19.46024 26.91362 11.67016

**Orbital gap**: 10.069 eV
**Relative energy (zero: lowest compared OMol25 entry of this formula, charge and spin)**: 513.8 kJ/mol
**HOMO level**: -10.05 eV
**LUMO**: 0.001 Ha
**Total charge**: 0
**Electronic energy**: -59056.44884 eV

C28H84O14 | ωB97M-V with the def2-TZVPD basis set

Atoms and positions in Å:
C 5.77292 3.02142 -1.41685
C 4.51026 3.51229 -0.69127
O 3.56146 2.49422 -0.87151
H 6.14441 2.05244 -1.08338
H 6.58458 3.74875 -1.43411
H 5.51554 2.75147 -2.44105
H 4.15394 4.47729 -1.05173
H 4.82050 3.61694 0.34839
H 2.69128 2.87188 -0.72403
C -3.26074 2.03650 4.86425
C -2.52341 2.81247 3.81670
O -1.83585 1.90376 3.07086
H -2.67691 1.83675 5.76277
H -3.79857 1.13836 4.56063
H -4.08166 2.67815 5.18438
H -1.83771 3.47561 4.34412
H -3.22197 3.40862 3.22957
H -1.18803 1.45928 3.62256
C -4.91752 1.74364 0.83289
C -4.26714 3.02694 0.57785
O -2.91110 3.13127 0.62713
H -4.67169 1.07743 0.00595
H -5.98302 1.93053 0.96663
H -4.47137 1.22152 1.67933
H -4.64173 3.78800 1.26239
H -4.54717 3.40465 -0.40552
H -2.67169 2.82584 1.50519
C 3.19244 -5.12060 1.01813
C 3.86827 -3.89082 0.51090
O 5.22694 -3.88306 0.92714
H 3.80219 -5.99116 0.77643
H 2.19392 -5.25469 0.60207
H 3.17766 -5.14173 2.10783
H 3.38380 -2.98611 0.87818
H 3.83350 -3.80061 -0.57480
H 5.25172 -4.17714 1.84066
C 4.82241 -0.92501 2.64614
C 3.90934 -0.03391 1.75540
O 4.65040 1.08251 1.40912
H 5.64551 -1.31311 2.04615
H 4.23018 -1.77224 2.99193
H 5.20208 -0.33792 3.48237
H 3.04089 0.29333 2.32707
H 3.48899 -0.58195 0.91216
H 4.22989 1.60734 0.72405
C -4.14008 -0.69501 -3.62624
C -4.15282 -0.91323 -2.12670
O -5.52943 -0.87027 -1.73042
H -3.11226 -0.59860 -3.97608
H -4.55750 0.27348 -3.90171
H -4.60503 -1.40278 -4.31252
H -3.67568 -0.03658 -1.68861
H -3.65533 -1.83842 -1.83583
H -5.84437 -1.75528 -1.92833
C 1.26855 2.07750 -3.94414
C 2.66849 2.67893 -4.16909
O 3.12215 2.50955 -5.46910
H 0.88664 2.15844 -2.92645
H 1.29362 1.03668 -4.26684
H 0.54762 2.57856 -4.59013
H 3.43829 2.30481 -3.49415
H 2.70105 3.74113 -3.92665
H 4.06021 2.71233 -5.49198
C -1.13128 -0.17960 0.07685
C 0.13047 -0.22819 -0.73852
O 1.02272 -1.11736 -0.14028
H -0.93211 0.16479 1.09165
H -1.65856 -1.13316 0.10498
H -1.81573 0.56173 -0.33551
H 0.58066 0.75269 -0.89121
H -0.07703 -0.59912 -1.74225
H 1.80310 -1.13341 -0.69914
C -2.21119 2.34811 -2.94062
C -2.76801 3.72311 -2.59841
O -1.95043 4.34074 -1.66655
H -1.81041 1.81804 -2.07661
H -1.40920 2.42576 -3.67469
H -2.98035 1.74159 -3.41877
H -3.83495 3.69910 -2.37660
H -2.76013 4.29158 -3.52841
H -2.14889 3.95810 -0.80876
C -3.15668 -4.12561 -0.46903
C -1.95920 -4.95508 -1.05045
O -0.94956 -5.29922 -0.13944
H -3.84031 -3.76927 -1.23959
H -2.79729 -3.28755 0.12813
H -3.76441 -4.72802 0.20615
H -1.53277 -4.35976 -1.85782
H -2.32735 -5.89238 -1.46763
H -0.71251 -4.56030 0.42571
C -0.14744 -4.55939 3.41317
C 0.49821 -3.31851 2.75764
O -0.03311 -3.12158 1.45200
H 0.28397 -4.74165 4.39743
H -0.14856 -5.51839 2.89508
H -1.18416 -4.33667 3.66557
H 1.57787 -3.32593 2.90717
H 0.23590 -2.42407 3.32267
H 0.38723 -2.41751 0.95279
C 1.44448 2.82374 1.52672
C 0.55449 3.64357 0.68683
O 1.17716 3.92200 -0.55069
H 2.42266 3.29007 1.64424
H 1.57429 1.87122 1.01298
H 0.93618 2.63899 2.47308
H 0.43695 4.63037 1.13462
H -0.42502 3.19851 0.51194
H 0.72760 4.66156 -0.96610
C 4.54979 -0.53792 -3.67128
C 4.27317 -0.97767 -2.25230
O 3.21405 -0.27468 -1.64465
H 5.39931 -1.09066 -4.07241
H 4.81735 0.50905 -3.81393
H 3.65439 -0.66249 -4.28024
H 5.18737 -0.77411 -1.69469
H 4.06761 -2.04612 -2.18698
H 3.50083 0.61458 -1.42430
C -3.26355 -2.04487 2.92610
C -4.63776 -2.45341 2.48662
O -5.52849 -1.53755 3.12454
H -2.50927 -2.62904 2.39893
H -3.12115 -2.17986 3.99829
H -3.07775 -0.98990 2.72455
H -4.91492 -3.47869 2.73177
H -4.66436 -2.32078 1.40505
H -6.38574 -1.67986 2.71651

**Orbital gap**: 10.028 eV
**Relative energy (zero: lowest compared OMol25 entry of this formula, charge and spin)**: 192.8 kJ/mol
**HOMO level**: -9.67 eV
**LUMO**: 0.013 Ha
**Total charge**: 0
**Electronic energy**: -59059.77624 eV

C28H84O14S14 | ωB97M-V with the def2-TZVPD basis set

Atoms and positions in Å:
C 4.58309 -0.52989 2.13138
S 3.70293 -0.88224 0.64021
O 4.71452 -0.98191 -0.44913
C 3.18136 -2.52988 1.04792
H 3.88356 -0.28015 2.95612
H 5.15567 0.35688 1.87051
H 5.21899 -1.35444 2.38590
H 4.00224 -3.23670 1.13724
H 2.40681 -3.01631 0.42054
H 2.69489 -2.43385 2.07457
C -3.12371 -2.12177 -4.88379
S -4.28132 -0.87546 -4.34564
O -4.75544 -1.24605 -2.99239
C -2.98131 0.26487 -4.15354
H -2.75925 -1.80958 -5.85840
H -3.61835 -3.05029 -5.09698
H -2.31646 -2.19060 -4.14166
H -3.22479 1.26297 -3.79686
H -2.47614 0.38980 -5.14244
H -2.18429 -0.15517 -3.56732
C 1.23835 6.57338 1.30751
S -0.54672 6.46111 1.15103
O -1.05071 6.26695 2.55746
C -0.84288 8.15456 0.78225
H 1.60695 7.27840 2.01991
H 1.63819 6.89629 0.35830
H 1.63723 5.62085 1.46211
H -0.11474 8.24094 -0.02897
H -0.50057 8.77377 1.60311
H -1.86003 8.24478 0.43419
C 3.04391 -0.23576 -3.52538
S 2.31719 1.35179 -3.87853
O 3.18568 1.98376 -4.99666
C 0.79363 0.78075 -4.56171
H 4.02055 -0.07257 -2.99469
H 3.09362 -0.74510 -4.49841
H 2.33383 -0.79993 -2.88650
H 0.41732 0.16880 -3.74681
H 0.89131 0.10716 -5.44555
H 0.03624 1.58770 -4.79653
C -3.12757 -4.38450 0.84337
S -3.83897 -2.91313 0.35359
O -3.43468 -1.90591 1.34378
C -2.93582 -2.72864 -1.19770
H -2.12616 -4.04023 1.06209
H -3.16192 -5.22787 0.11476
H -3.56462 -4.71702 1.76969
H -1.82165 -2.89495 -1.21524
H -3.22290 -1.78542 -1.59970
H -3.47540 -3.38998 -1.90311
C -3.77913 -0.21780 4.16033
S -3.32161 -1.85467 4.69022
O -2.97861 -1.73675 6.15760
C -4.97166 -2.53884 4.54042
H -3.95120 -0.18615 3.10917
H -2.84310 0.29257 4.50346
H -4.63866 0.14606 4.69228
H -5.05614 -3.58331 4.90725
H -5.22306 -2.46757 3.47682
H -5.67223 -1.85175 5.13719
C 1.26700 -8.19372 -1.09451
S 2.07713 -7.01398 -0.01132
O 1.25551 -5.77013 -0.07948
C 1.61041 -7.80991 1.56914
H 1.43611 -7.90892 -2.10291
H 0.22489 -8.18870 -0.89883
H 1.72831 -9.18000 -0.88761
H 0.60293 -8.25202 1.61976
H 1.77401 -7.10904 2.34392
H 2.25748 -8.70285 1.66980
C 1.38485 -3.12663 4.97084
S 1.72586 -1.46182 5.55633
O 2.13353 -0.71423 4.33659
C 0.16171 -0.98035 6.26294
H 1.29611 -3.86142 5.72968
H 2.23679 -3.37840 4.35514
H 0.49148 -3.02901 4.35488
H -0.76986 -1.31302 5.78747
H 0.09187 0.08852 6.47124
H 0.15574 -1.50992 7.24605
C -3.83393 1.25754 -0.39433
S -2.75940 2.56850 -1.00344
O -3.24626 3.07302 -2.27926
C -3.41761 3.80473 0.20983
H -3.93633 0.57388 -1.15724
H -4.80762 1.70449 -0.21446
H -3.33364 0.87604 0.46244
H -3.09085 4.84261 -0.04501
H -3.28453 3.55828 1.24826
H -4.46968 3.88901 -0.13424
C 1.36488 2.79495 3.05272
S -0.33058 3.10763 2.44663
O -0.63831 1.76201 1.81592
C -1.05827 3.16778 4.03356
H 1.92882 2.74984 2.12878
H 1.40742 1.86028 3.57646
H 1.68144 3.59215 3.76060
H -2.09583 3.38853 3.88679
H -0.53346 3.97766 4.53753
H -0.99544 2.17198 4.61815
C 1.11644 5.75541 -4.71141
S 1.38686 5.47429 -2.95211
O 1.36471 6.80325 -2.31657
C -0.16301 4.58329 -2.71416
H 1.57996 4.96576 -5.27649
H 1.69200 6.63753 -4.93107
H 0.09921 5.82123 -4.91748
H -0.37142 4.58766 -1.57552
H 0.08524 3.54105 -3.03341
H -0.98923 5.10888 -3.27309
C -0.94457 -5.16814 -2.85529
S 0.49057 -5.03011 -4.03193
O 1.01159 -6.41780 -4.09662
C 1.40877 -4.06528 -2.92169
H -1.40307 -4.20726 -2.78550
H -0.59657 -5.54383 -1.91580
H -1.69344 -5.78145 -3.30289
H 1.40930 -4.57701 -1.93623
H 0.96429 -3.03972 -2.88458
H 2.46565 -4.08087 -3.20954
C 0.49645 1.09463 -0.94443
S -0.64003 -0.25501 -0.91629
O -0.23846 -1.22163 -2.05011
C -0.02280 -1.01288 0.61416
H 1.52835 0.77239 -0.76055
H 0.08349 1.84243 -0.26544
H 0.23627 1.60703 -1.96167
H 1.01761 -1.08844 0.52567
H -0.52478 -1.97777 0.54358
H -0.25847 -0.43781 1.48934
C 4.66122 3.17447 -1.77643
S 3.72124 3.74445 -0.48320
O 2.73796 2.65665 -0.13098
C 4.86982 3.71689 0.90722
H 5.64137 3.73650 -1.90181
H 3.94198 3.29230 -2.61512
H 4.90935 2.13467 -1.55217
H 5.36853 2.80244 1.07096
H 4.30913 3.93134 1.83039
H 5.53953 4.58313 0.77090

**Orbital gap**: 8.752 eV
**Relative energy (zero: lowest compared OMol25 entry of this formula, charge and spin)**: 61.6 kJ/mol
**HOMO level**: -8.55 eV
**LUMO**: 0.007 Ha
**Total charge**: 0
**Electronic energy**: -210744.26348 eV

Look up the total charge of the second one. 0

Among the records above, which one has the lowest HOMO level? number 1